# 1
{
  "formula": "C26H46B2BeBr5CaCl4FLiN4O13P",
  "method": "ωB97M-V with the def2-TZVPD basis set",
  "homo_lumo_gap_ev": 3.271,
  "mol_weight_g_mol": 1291.6,
  "total_charge": 0,
  "lumo_energy_ha": -0.136,
  "energy_ev": -492971.3009,
  "symbols": ["C", "C", "C", "P", "N", "C", "N", "C", "C", "Cl", "C", "C", "Cl", "O", "C", "B", "N", "O", "B", "N", "O", "C", "C", "C", "O", "C", "Br", "C", "C", "O", "H", "H", "H", "H", "H", "H", "H", "H", "H", "H", "H", "H", "H", "H", "H", "H", "H", "H", "H", "H", "H", "H", "H", "H", "H", "H", "H", "H", "H", "H", "H", "Be", "C", "Br", "Br", "Br", "H", "Br", "C", "C", "O", "C", "O", "O", "C", "H", "H", "H", "H", "H", "H", "H", "H", "F", "C", "C", "C", "C", "C", "C", "H", "H", "H", "H", "H", "Li", "O", "Cl", "O", "O", "O", "Ca", "Cl", "O", "H"],
  "coordinates": [[-2.4379, 5.4703, -0.4057], [-1.6803, 4.5681, -0.1495], [-0.6330, 3.5644, -0.2284], [0.4225, 3.2028, 1.3912], [-0.4684, 4.5605, 2.2119], [1.1838, 2.9088, 3.1626], [2.0151, 3.9876, 3.7221], [2.8103, 3.5257, 4.8662], [1.7885, 4.3774, 0.7820], [1.2845, 5.9006, 0.1150], [3.0999, 4.1381, 0.7876], [3.7590, 2.9031, 1.3097], [4.2422, 5.3196, 0.1856], [-0.9683, 2.2359, 1.9269], [-0.9055, 0.8470, 1.5854], [-0.9774, 0.2105, 3.0054], [-1.5319, 1.0478, 4.0782], [-0.5781, -1.1571, 3.3991], [-2.3194, 0.3366, 0.9859], [-3.0916, -0.6822, 1.7724], [-2.7243, 0.8008, -0.2115], [0.3371, 0.6001, 0.6964], [1.2640, -0.5692, 1.0210], [2.2686, -0.3948, 2.1294], [2.8123, -1.7311, 2.3902], [-0.0390, 0.4104, -0.7999], [-0.6432, -1.4345, -1.1289], [0.9978, 0.9006, -1.7980], [0.8148, 0.2636, -3.1733], [1.0802, 1.7956, 0.6632], [-3.2657, 6.1373, -0.4299], [-1.1969, 2.6695, -0.4932], [0.0103, 3.7809, -1.0856], [0.1083, 5.3638, 2.4220], [-0.9912, 4.2391, 3.0139], [0.3728, 2.7148, 3.8832], [1.8319, 2.0175, 3.2015], [1.3869, 4.6695, 4.1262], [2.5419, 2.4891, 5.1786], [3.8704, 3.5088, 4.6155], [2.6930, 4.2129, 5.7076], [3.6129, 2.7204, 2.3704], [4.8343, 3.0177, 1.1778], [3.5077, 2.0121, 0.7400], [-1.8831, 0.4547, 4.8274], [-2.3956, 1.4855, 3.6892], [0.0167, -0.9762, 4.1386], [-4.0692, -0.4941, 1.5662], [-2.8765, -1.5440, 1.2602], [-3.5499, 1.4150, -0.2213], [1.8486, -0.8722, 0.1512], [0.6604, -1.4417, 1.2940], [3.1156, 0.2223, 1.8523], [1.8640, -0.0445, 3.0773], [2.4317, -2.3170, 1.7280], [-0.8980, 1.0197, -1.0434], [0.9186, 1.9791, -1.8842], [2.0161, 0.6748, -1.4679], [-0.2492, 0.2575, -3.4025], [1.3485, 0.9111, -3.8715], [1.2794, -0.7138, -3.2579], [-0.6995, -0.9386, 5.5977], [-2.1288, 2.0371, -6.1241], [-1.2882, 3.0454, -4.6502], [-1.9969, 0.1391, -5.8197], [-3.9300, 2.5675, -6.4503], [-1.5706, 2.2776, -7.0179], [-3.5038, 3.3811, -3.2058], [3.4989, -6.2572, -5.6799], [2.1824, -6.4275, -4.9549], [2.3491, -6.3267, -3.5276], [2.4533, -5.0921, -3.0547], [2.4070, -4.0717, -3.6849], [2.6325, -5.1741, -1.7248], [2.8266, -3.9130, -1.0951], [4.2412, -6.9556, -5.2916], [3.3703, -6.4333, -6.7471], [3.8940, -5.2514, -5.5418], [1.7824, -7.4230, -5.1353], [1.4390, -5.7094, -5.2981], [2.0269, -3.2161, -1.3485], [3.7962, -3.4988, -1.3692], [2.8112, -4.0879, -0.0163], [0.0361, -4.0081, 0.3097], [-0.5881, -5.2140, 0.4712], [0.0807, -6.3693, 0.1256], [-0.5647, -7.5859, 0.3012], [-1.8581, -7.6243, 0.8049], [-2.5108, -6.4457, 1.1405], [-1.8709, -5.2254, 0.9781], [1.0848, -6.3165, -0.2760], [-0.0560, -8.5041, 0.0416], [-2.3582, -8.5743, 0.9347], [-3.5199, -6.4742, 1.5276], [-2.3589, -4.2939, 1.2386], [1.3339, -3.3528, 2.9466], [-5.7491, 6.1646, -1.5958], [-6.1002, 6.5047, -2.9599], [-6.8627, 5.4191, -3.5407], [-4.8866, 6.6970, -3.7289], [-6.8828, 7.7151, -2.9744], [0.0630, 1.5735, 5.8893], [-4.1958, 0.0489, 4.0722], [-4.5295, 2.4676, -0.0917], [-4.3769, 3.2502, -0.6295]]
}

***

# 2
{
  "formula": "C26H46Br2N2O4",
  "method": "ωB97M-V with the def2-TZVPD basis set",
  "homo_lumo_gap_ev": [8.064, 3.539],
  "mol_weight_g_mol": 610.5,
  "total_charge": 1,
  "lumo_energy_ha": [-0.103, -0.269],
  "energy_ev": -178951.4164,
  "multiplicity": 2,
  "symbols": ["C", "C", "C", "O", "C", "H", "H", "H", "H", "H", "H", "H", "H", "C", "C", "C", "O", "C", "H", "H", "H", "H", "H", "H", "H", "H", "C", "C", "C", "O", "C", "H", "H", "H", "H", "H", "H", "H", "H", "C", "C", "C", "O", "C", "H", "H", "H", "H", "H", "H", "H", "H", "Br", "C", "C", "Br", "H", "H", "H", "H", "N", "C", "C", "C", "C", "H", "H", "H", "H", "H", "N", "C", "C", "C", "C", "H", "H", "H", "H", "H"],
  "coordinates": [[0.1006, -4.0551, -1.9335], [-0.4603, -4.8200, -3.1673], [-0.8514, -3.7210, -4.1396], [-0.9048, -2.5371, -3.3695], [-0.6025, -2.7216, -2.0335], [1.1713, -3.9248, -2.0909], [-0.1284, -4.5579, -0.9939], [-1.2941, -5.4784, -2.9236], [0.2400, -5.5610, -3.5528], [-1.7336, -3.9169, -4.7491], [-0.0277, -3.6311, -4.8477], [-1.5212, -2.8133, -1.4541], [0.1010, -2.0381, -1.5579], [-2.1689, 1.5152, 4.3019], [-3.2669, 1.8964, 3.3271], [-4.0060, 0.5610, 3.2016], [-3.1843, -0.4486, 3.6354], [-1.8695, 0.0327, 3.9026], [-2.4620, 1.5468, 5.3513], [-1.2308, 2.0702, 4.3122], [-2.8582, 2.3380, 2.4182], [-3.9653, 2.6822, 3.6150], [-4.3351, 0.3292, 2.1887], [-4.9125, 0.5701, 3.8068], [-1.2691, -0.0889, 3.0010], [-1.4498, -0.5494, 4.7230], [4.8120, 0.7299, -3.3413], [4.3499, 0.3497, -1.9318], [5.2697, 1.0324, -0.9860], [6.2929, 1.5181, -1.8065], [5.8059, 1.8745, -3.1072], [3.9545, 0.9965, -3.9592], [5.3481, -0.1080, -3.7869], [4.4786, -0.7167, -1.7465], [3.3089, 0.5627, -1.6888], [5.6811, 0.3620, -0.2314], [4.7886, 1.8413, -0.4363], [6.6468, 1.9316, -3.7984], [5.4163, 2.8913, -3.1567], [1.2242, 1.3949, 6.0281], [1.3937, 0.1128, 6.7769], [2.3106, -0.6774, 5.8850], [3.1669, 0.2686, 5.3022], [2.5811, 1.5823, 5.3508], [1.0817, 2.1574, 6.7938], [0.4046, 1.4837, 5.3151], [0.4970, -0.3967, 7.1295], [1.8911, 0.4285, 7.6939], [1.8885, -1.2207, 5.0395], [3.0082, -1.3223, 6.4194], [2.4424, 2.1818, 4.4511], [3.2815, 2.0903, 6.0136], [0.9205, 1.8997, 1.8875], [0.3996, 1.2536, 0.1207], [-1.1160, 1.3640, 0.0648], [-1.6967, 3.3207, 0.2671], [0.7517, 0.2400, -0.0709], [0.9063, 1.8405, -0.6455], [-1.5622, 0.8693, 0.9276], [-1.6396, 0.9076, -0.7752], [-4.6433, -1.8658, -2.0537], [-4.9722, -1.0436, -0.9962], [-4.3113, 0.2000, -1.1872], [-3.7848, 0.1074, -2.4267], [-3.8371, -1.1866, -2.8968], [-4.9741, -2.8071, -2.2110], [-5.5451, -1.3419, -0.1306], [-4.2416, 0.9559, -0.4190], [-3.4274, 0.9748, -2.9616], [-3.4987, -1.6403, -3.8166], [-0.2337, 0.1004, -3.8869], [0.8036, 0.9916, -3.6434], [0.4599, 2.1789, -4.2189], [-0.8251, 2.0268, -4.7873], [-1.2517, 0.7292, -4.5116], [-0.3100, -0.8722, -3.6253], [1.6140, 0.7223, -2.9823], [1.0923, 3.0476, -4.1097], [-1.3924, 2.8176, -5.2555], [-2.1200, 0.1828, -4.8492]]
}

***

# 3
{
  "formula": "C26H46Cl10O8S",
  "method": "ωB97M-V with the def2-TZVPD basis set",
  "homo_lumo_gap_ev": [2.002, 10.350],
  "mol_weight_g_mol": 873.2,
  "total_charge": -1,
  "lumo_energy_ha": [0.075, 0.073],
  "energy_ev": -180146.2213,
  "multiplicity": 2,
  "symbols": ["C", "C", "C", "S", "O", "O", "C", "H", "H", "H", "H", "H", "H", "H", "H", "O", "C", "O", "C", "C", "C", "H", "H", "H", "H", "H", "H", "O", "C", "O", "C", "C", "C", "H", "H", "H", "H", "H", "H", "O", "C", "O", "C", "C", "C", "H", "H", "H", "H", "H", "H", "Cl", "C", "C", "Cl", "H", "H", "H", "H", "Cl", "C", "C", "Cl", "H", "H", "H", "H", "Cl", "C", "C", "Cl", "H", "H", "H", "H", "Cl", "C", "C", "Cl", "H", "H", "H", "H", "Cl", "C", "C", "Cl", "H", "H", "H", "H"],
  "coordinates": [[4.1762, -3.5519, 0.1088], [3.1094, -3.2191, -0.9561], [3.8758, -2.5196, -2.1099], [5.1736, -1.4343, -1.3027], [4.6571, -0.0644, -1.1915], [6.4652, -1.6599, -1.9507], [5.0071, -2.2211, 0.4168], [4.7186, -4.2567, -0.5213], [3.8162, -3.9641, 1.0515], [2.3879, -2.5617, -0.4709], [2.5184, -4.0690, -1.2976], [3.2784, -1.8343, -2.7111], [4.4024, -3.2582, -2.7143], [4.2645, -1.7017, 1.0225], [5.9108, -2.3005, 1.0211], [-4.0927, 1.8037, -0.8123], [-3.2168, 2.5458, -0.2956], [-2.4532, 2.3489, 0.8151], [-1.4094, 3.3602, 1.0368], [-1.8466, 4.5245, 0.0695], [-2.5543, 3.7789, -1.0732], [-0.5131, 2.8188, 0.7340], [-1.4593, 3.7107, 2.0678], [-1.0429, 5.1722, -0.2808], [-2.6377, 5.0944, 0.5568], [-1.9644, 3.5428, -1.9589], [-3.4723, 4.1396, -1.5372], [1.1613, -0.4942, -3.2657], [0.0017, -0.7330, -3.3585], [-1.0334, 0.1398, -3.1315], [-2.3201, -0.2732, -3.5887], [-2.2206, -1.8147, -3.7264], [-0.7036, -2.0727, -3.7440], [-2.6407, 0.3226, -4.4433], [-2.9574, 0.0542, -2.7672], [-2.8666, -2.0853, -4.5617], [-2.5960, -2.3715, -2.8678], [-0.3293, -2.3299, -4.7349], [-0.2752, -2.7872, -3.0410], [1.4273, 5.7590, -0.8947], [1.7235, 4.6190, -1.1676], [0.8184, 3.6773, -1.5573], [1.4544, 2.4119, -1.6730], [2.6899, 2.4807, -0.7804], [3.0805, 3.9629, -0.9996], [1.5640, 1.9906, -2.6723], [0.7310, 1.7914, -1.1441], [3.4761, 1.9361, -1.3032], [2.5621, 2.2665, 0.2806], [3.6432, 3.9399, -1.9329], [3.5734, 4.4179, -0.1405], [-7.5917, -0.9333, -0.0532], [-6.1831, -0.8788, -1.0618], [-6.4632, -1.5228, -2.4426], [-7.6688, -0.5506, -3.2302], [-5.3824, -1.4542, -0.5970], [-5.7105, 0.0678, -1.3239], [-6.8396, -2.5435, -2.3743], [-5.5134, -1.7007, -2.9470], [5.5467, -0.0432, 3.2641], [3.9852, 0.7473, 2.8959], [4.2349, 2.2934, 2.4881], [2.7117, 3.2400, 2.7922], [3.4032, 0.6554, 3.8130], [3.5567, 0.2157, 2.0463], [4.4714, 2.4438, 1.4348], [5.0395, 2.7694, 3.0486], [2.2134, -5.1972, 5.6831], [1.7165, -3.9812, 4.4121], [2.0067, -4.5224, 3.0776], [1.1680, -3.6059, 1.8247], [2.3665, -3.1481, 4.6797], [0.6640, -3.7125, 4.5023], [1.5871, -5.5231, 2.9738], [3.0251, -4.8501, 2.8688], [-6.3321, 0.1936, 3.4926], [-4.8908, 0.7578, 2.7041], [-4.0751, 1.4042, 3.7643], [-4.4868, 3.1300, 4.1248], [-5.2031, 1.5798, 2.0599], [-4.3791, 0.0267, 2.0782], [-3.0147, 1.4197, 3.5126], [-4.0170, 0.8174, 4.6810], [-2.5495, -1.7467, -0.1659], [-1.4523, -1.0659, 1.0473], [-0.2683, -0.5558, 0.3129], [0.9837, 0.0429, 1.5123], [-1.1474, -1.9018, 1.6770], [-2.0860, -0.2646, 1.4275], [-0.6427, 0.2742, -0.2862], [0.1545, -1.4086, -0.2181]]
}